# 1
Computed, not measured: 22 unconnected molecules or ions with the total composition C44H132O22 at a distorted geometry, with ωB97M-V/def2-TZVPD.

Structure (XYZ):
```
198
C44H132O22, DFT ωB97M-V/def2-TZVPD
C -0.4046 -5.9647 1.4148
C -1.7442 -5.2825 1.5639
O -2.6664 -6.1773 2.1389
H 0.3226 -5.2996 0.9491
H -0.5308 -6.8690 0.8195
H -0.1015 -6.2834 2.4121
H -2.1324 -4.9812 0.5909
H -1.5679 -4.4357 2.2271
H -2.8271 -6.9573 1.6028
C 1.9524 -6.8288 -2.8168
C 1.6193 -6.3890 -1.3936
O 2.7329 -5.6535 -0.8943
H 1.9375 -5.9706 -3.4887
H 1.1242 -7.4776 -3.1016
H 2.8771 -7.4048 -2.8538
H 1.4222 -7.2163 -0.7119
H 0.7744 -5.7093 -1.5037
H 3.4408 -6.2999 -0.8431
C 4.6732 0.2317 3.1905
C 3.1791 0.3196 2.9685
O 2.3941 -0.4584 3.8624
H 5.0891 -0.7751 3.1524
H 4.9362 0.5570 4.1970
H 5.1629 0.8759 2.4603
H 2.8925 0.0406 1.9545
H 2.8968 1.3603 3.1278
H 1.5302 -0.0399 3.8528
C 4.9580 -4.0009 6.0787
C 4.6731 -2.7768 5.1779
O 3.2772 -2.7230 4.8624
H 4.5361 -4.9263 5.6867
H 4.5858 -3.8117 7.0856
H 6.0342 -4.0810 6.2316
H 5.2185 -2.9446 4.2492
H 5.0047 -1.8008 5.5322
H 3.1274 -1.8335 4.5336
C -4.9644 -0.8705 1.2323
C -4.6870 -2.2207 1.7963
O -5.2438 -2.3168 3.0920
H -4.5926 -0.1207 1.9307
H -6.0259 -0.6798 1.0742
H -4.4168 -0.6906 0.3072
H -3.6192 -2.3876 1.9379
H -5.1346 -3.0173 1.2020
H -5.0691 -3.1985 3.4293
C 3.8440 -2.6970 0.9701
C 2.3157 -2.8193 0.8322
O 1.9693 -3.1368 -0.4504
H 4.3720 -3.6335 0.7904
H 4.0101 -2.4108 2.0087
H 4.2769 -1.9316 0.3261
H 1.7547 -1.9695 1.2211
H 1.9976 -3.6513 1.4605
H 2.1787 -4.0700 -0.5331
C 4.0772 1.2535 -0.9016
C 5.4765 1.6084 -1.3867
O 5.8492 2.9644 -1.0436
H 3.8284 0.2303 -1.1832
H 3.3429 1.8123 -1.4819
H 3.8252 1.4533 0.1398
H 5.5817 1.3896 -2.4494
H 6.0840 0.8419 -0.9055
H 6.6067 3.1716 -1.5958
C 0.5207 4.7726 -0.9300
C -0.2878 3.7255 -1.6735
O -1.4306 4.2978 -2.2328
H -0.0108 5.1604 -0.0610
H 0.6991 5.6403 -1.5651
H 1.5099 4.3581 -0.7361
H -0.5494 2.8925 -1.0210
H 0.2626 3.3356 -2.5297
H -1.8602 3.6042 -2.7387
C -4.4113 3.3250 1.6214
C -4.3344 4.7851 1.9605
O -5.0723 5.5339 0.9724
H -5.4479 2.9911 1.5758
H -3.8871 2.7915 2.4144
H -3.8133 3.1955 0.7194
H -3.2827 5.0689 1.9981
H -4.6771 5.0059 2.9714
H -4.5010 5.8314 0.2605
C 3.8013 -0.8074 -4.1345
C 2.6942 -1.4497 -3.4245
O 1.8032 -0.3799 -3.1959
H 4.2229 0.0604 -3.6272
H 3.4494 -0.4500 -5.1022
H 4.5364 -1.5899 -4.3228
H 3.0379 -1.8697 -2.4792
H 2.1755 -2.2216 -3.9929
H 1.3399 -0.6244 -2.3915
C 5.2340 -5.2826 -2.9897
C 5.4770 -4.4510 -1.7510
O 6.8294 -4.0012 -1.8310
H 4.2029 -5.1661 -3.3235
H 5.4434 -6.3344 -2.7949
H 5.8517 -4.9872 -3.8379
H 5.3169 -5.0991 -0.8894
H 4.7253 -3.6702 -1.6347
H 6.8557 -3.1763 -2.3214
C -1.2803 0.5230 0.0256
C 0.1230 -0.0740 0.2271
O 0.4540 -0.8010 -0.9396
H -1.4208 0.8137 -1.0155
H -1.4131 1.3949 0.6661
H -2.0690 -0.1986 0.2385
H 0.0242 -0.6558 1.1436
H 0.8326 0.7181 0.4661
H 0.9179 -1.6095 -0.7102
C 0.6497 3.4003 2.6755
C -0.6453 3.8956 3.2524
O -1.1133 3.0517 4.3087
H 0.4683 2.4216 2.2312
H 1.4228 3.3474 3.4421
H 0.9536 4.0793 1.8788
H -1.3383 3.8834 2.4111
H -0.6421 4.9223 3.6186
H -1.8898 3.3958 4.7562
C 4.0742 5.7758 2.7473
C 4.0754 5.0364 1.3877
O 4.9742 3.9082 1.3757
H 3.2696 6.5104 2.7802
H 5.0047 6.3173 2.9174
H 3.8869 5.0746 3.5606
H 4.3097 5.7522 0.5998
H 3.1070 4.5920 1.1582
H 5.1559 3.6094 0.4816
C -0.6825 -1.7676 3.8649
C -1.2528 -0.4259 3.7952
O -0.2064 0.4791 3.8591
H 0.2693 -1.8350 3.3380
H -1.3811 -2.4375 3.3637
H -0.4910 -2.0764 4.8925
H -2.0824 -0.2855 4.4881
H -1.7332 -0.2798 2.8277
H -0.5431 1.3646 4.0149
C -5.8876 2.8256 -1.8661
C -6.1058 1.4951 -1.1874
O -7.4772 1.1720 -1.3942
H -6.0371 2.6791 -2.9358
H -4.8950 3.2431 -1.6975
H -6.5914 3.5582 -1.4710
H -5.8643 1.5793 -0.1278
H -5.5048 0.6849 -1.6001
H -7.4870 0.7128 -2.2372
C -1.9511 -2.9221 -1.1171
C -3.3172 -3.5543 -1.5630
O -3.1941 -3.9066 -2.8802
H -1.7670 -1.9799 -1.6335
H -1.1002 -3.5799 -1.2940
H -1.9649 -2.7714 -0.0377
H -4.0837 -2.8199 -1.3157
H -3.6305 -4.4076 -0.9614
H -3.8635 -4.5760 -3.0399
C 1.3539 3.7811 -5.8769
C 0.9602 2.4209 -5.3516
O 2.1199 1.8424 -4.7553
H 1.7404 4.4572 -5.1143
H 0.4813 4.2746 -6.3050
H 2.1206 3.8530 -6.6484
H 0.4639 1.8175 -6.1117
H 0.2479 2.5723 -4.5406
H 1.8775 1.0551 -4.2623
C -2.7604 8.3026 0.5140
C -1.9267 7.2175 -0.0255
O -2.8364 6.3806 -0.6953
H -2.1671 8.9045 1.2023
H -3.6566 7.9560 1.0285
H -3.0525 9.0152 -0.2574
H -1.5009 6.6460 0.7992
H -1.1458 7.5016 -0.7309
H -2.3086 5.7508 -1.1917
C -0.1140 -1.8699 -5.7918
C -0.5956 -2.6976 -4.6448
O -1.5512 -3.7160 -5.0387
H 0.6320 -2.3793 -6.4019
H 0.4092 -0.9557 -5.5115
H -0.9144 -1.5648 -6.4659
H -1.0235 -2.0161 -3.9095
H 0.1877 -3.1962 -4.0738
H -1.9864 -3.8866 -4.2002
C -4.9584 1.3283 4.4714
C -5.6961 0.3518 5.4076
O -6.5547 -0.5610 4.7841
H -5.6646 1.8098 3.7950
H -4.2931 0.7793 3.8050
H -4.3700 2.0617 5.0227
H -6.3148 0.8555 6.1503
H -4.9969 -0.2755 5.9604
H -6.0573 -0.9230 4.0471
C -3.1063 -0.2000 -3.4302
C -2.0103 0.6411 -4.0137
O -2.4294 1.9628 -3.8334
H -4.0948 0.0256 -3.8304
H -3.1822 -0.0997 -2.3475
H -2.9345 -1.2644 -3.5903
H -1.7097 0.3249 -5.0126
H -1.1178 0.5525 -3.3944
H -3.0891 2.1803 -4.4960
```

Output
Largest force on an atom = 3.2 eV/Å
Charge = 0
Energy above the lowest of the compared OMol25 structures with the same formula, charge and spin = 0.014 eV
Electronic energy = -3410.63806 hartree
E_HOMO = -9.42 eV
Frontier orbital gap = 0.34609 hartree

=====

# 2
Computed, not measured: a molecular structure, C44H19F25GeN5O6SZr at a distorted geometry, with ωB97M-V/def2-TZVPD.

Structure (XYZ):
```
102
C44H19F25GeN5O6SZr, DFT ωB97M-V/def2-TZVPD
Zr -0.2103 0.1162 0.2991
C -1.4364 -1.2284 -2.7633
N -1.0697 -1.6140 -1.3978
C -0.0266 -2.6369 -1.4308
C 1.2747 -2.0366 -1.9584
N 1.5688 -0.8473 -1.1907
C 2.6354 -0.1501 -1.5111
C 3.0217 0.8864 -0.6172
F 2.2868 0.9056 0.5549
C 4.0304 1.7959 -0.8088
F 4.2452 2.7767 0.0874
C 4.8299 1.6841 -1.9442
F 5.8084 2.5799 -2.2041
C 4.5849 0.6207 -2.8145
F 5.3865 0.4582 -3.8841
C 3.5528 -0.2704 -2.6075
F 3.4368 -1.2907 -3.4999
C -2.2711 -2.1039 -0.7315
C -3.1958 -0.9232 -0.4079
N -2.4191 0.2263 0.0346
C -2.8466 1.4603 -0.2156
C -2.4566 2.4532 0.7263
F -1.8410 1.9450 1.8513
C -2.6762 3.8049 0.6168
F -2.1864 4.6565 1.5344
C -3.4212 4.2747 -0.4598
F -3.6424 5.5931 -0.6332
C -3.9361 3.3466 -1.3639
F -4.6929 3.7891 -2.3812
C -3.6727 1.9952 -1.2506
F -4.1997 1.1940 -2.2085
H -1.7383 -2.1119 -3.3422
H -0.6085 -0.7359 -3.2605
H -2.2636 -0.5258 -2.7466
H -0.3167 -3.4875 -2.0718
H 0.1324 -2.9974 -0.4073
H 1.1780 -1.8145 -3.0285
H 2.0836 -2.7769 -1.8549
H -1.9829 -2.6050 0.1977
H -2.8140 -2.8266 -1.3641
H -3.8496 -1.2257 0.4218
H -3.8386 -0.6993 -1.2611
O 1.2834 6.3551 0.3583
C 0.9751 5.0516 0.3077
C 0.5802 4.4256 -0.8775
C 0.2424 3.0869 -0.8330
N 0.2808 2.3792 0.2884
C 0.7256 2.9426 1.4075
C 1.0720 4.2802 1.4730
C 0.9223 1.8881 2.4950
O 1.6551 2.1303 3.4396
O 0.3323 0.7774 2.2533
C -0.1451 2.1928 -2.0118
O -0.2031 2.6379 -3.1433
O -0.3563 0.9970 -1.6223
H 1.1598 6.7721 -0.5056
H 0.5265 4.9509 -1.8190
H 1.4142 4.7250 2.3912
F -3.5864 0.4628 6.5393
C -4.3985 0.7707 5.5126
C -3.9791 0.4786 4.2297
C -4.8259 0.8246 3.1976
F -4.4469 0.5517 1.9455
C -6.0536 1.4420 3.4160
F -6.8598 1.7693 2.3978
C -6.4420 1.7332 4.7181
F -7.6110 2.3399 4.9525
C -5.6119 1.3874 5.7792
F -5.9852 1.6600 7.0368
Ge -2.1315 -0.3405 3.9851
S -1.6301 -1.5390 2.3226
C -0.9980 1.0687 4.8490
C 0.2686 0.7027 5.2481
F 0.6742 -0.5379 4.9286
C 1.1202 1.5558 5.9355
F 2.3260 1.1464 6.3345
C 0.6909 2.8489 6.2049
F 1.4754 3.7010 6.8729
C -0.5638 3.2595 5.7699
F -0.9803 4.5062 6.0321
C -1.3848 2.3705 5.0906
F -2.5892 2.7978 4.6723
C -2.3538 -1.7936 5.4424
C -1.5617 -2.0831 6.5399
F -0.6466 -1.2005 6.9628
C -1.6897 -3.2603 7.2719
F -0.8829 -3.5030 8.3152
C -2.6493 -4.1942 6.9093
F -2.7706 -5.3381 7.5948
C -3.4928 -3.9160 5.8395
F -4.4400 -4.7980 5.4926
C -3.3326 -2.7285 5.1430
F -4.1860 -2.4536 4.1409
C 2.9904 -1.1938 2.6234
C 1.6541 -1.7912 2.2928
N 1.1823 -2.7135 3.1422
O 1.0315 -1.5114 1.2609
H 3.4914 -1.7527 3.4086
H 2.8295 -0.1677 2.9600
H 3.6112 -1.1683 1.7293
H 1.5900 -2.8023 4.0579
H 0.1952 -2.9395 3.0443
```

Output
Largest force on an atom = 2.1 eV/Å
Charge = -1
Energy above the lowest of the compared OMol25 structures with the same formula, charge and spin = 1.017 eV
Electronic energy = -7432.38926 hartree
E_HOMO = -5.05 eV
Frontier orbital gap = 0.25327 hartree

=====

Which of these has the lowest energy above the lowest of the compared OMol25 structures with the same formula, charge and spin?
C44H132O22

=====

Which formula does entry 2 have?
C44H19F25GeN5O6SZr